# 1
A 2-piece molecular cluster, C7H7N3 overall at a distorted geometry. Source: the OMol25 dataset; level of theory: ωB97M-V with the def2-TZVPD basis set.

CARTESIAN COORDINATES (ANGSTROEM)
H -2.7139 0.5420 -1.7408
H 0.1842 -1.6311 -1.3555
C 1.3655 0.1705 -0.9835
H 0.3142 -1.8047 1.2862
C 1.4956 0.0915 1.2777
H 1.5333 0.3486 -1.9685
C -2.4445 0.4299 -0.6719
C 1.8333 0.8677 0.0559
N -1.3409 2.3361 0.2992
H 1.0915 0.6757 2.0503
C 0.6844 -0.9855 0.7313
N -1.8778 1.4024 -0.0271
C -2.6054 -0.8707 -0.1841
N -2.7764 -1.9859 0.0918
H 2.3703 -0.3953 1.6653
H 2.2400 1.8000 0.0575
C 0.6465 -0.9912 -0.5839

Computed properties:
HOMO level: -8.573 eV
Frontier orbital gap: 8.370 eV
Energy: -11838.7322 eV
Energy relative to the best compared isomer or geometry (same formula, charge and spin): 364.6 kJ/mol
LUMO energy: -0.2028 eV
Charge: 0



# 2
C5H7NO in the gas phase at a distorted geometry. Source: the OMol25 dataset; level of theory: ωB97M-V with the def2-TZVPD basis set.

CARTESIAN COORDINATES (ANGSTROEM)
O 0.6515 -1.5042 -0.0368
H -1.8846 -1.8278 -0.3940
H -1.1109 -1.4787 1.2178
C -0.2882 -0.5331 -0.2522
C 1.5571 0.4701 0.0318
N -0.3723 1.8599 -0.7521
H -0.1022 2.6903 -0.2389
H 2.2935 1.2409 0.1495
H 2.5579 -1.4444 0.6065
C -1.5683 -0.9458 0.1513
H -1.3836 1.7928 -0.7874
C 1.7126 -0.8350 0.3606
H -2.2964 -0.1803 0.3353
C 0.2484 0.7030 -0.3459

Computed properties:
HOMO level: -7.445 eV
Frontier orbital gap: 8.394 eV
Energy: -8833.8640 eV
Energy relative to the best compared isomer or geometry (same formula, charge and spin): 225.7 kJ/mol
LUMO energy: 0.9490 eV
Charge: 0



# 3
C15H21Cl5IO2P2Tb as an isolated structure at a distorted geometry. Source: the OMol25 dataset; level of theory: ωB97M-V with the def2-TZVPD basis set.

CARTESIAN COORDINATES (ANGSTROEM)
H -3.2017 -1.8116 0.4405
H -3.3331 2.8651 0.6125
H 0.0306 1.1059 -7.8706
O 0.1220 3.1507 0.9423
C 3.4389 0.5886 -1.4665
C -3.3916 0.6605 -1.4658
H -0.8706 -0.1249 -6.8781
Cl -0.2350 1.1386 3.6707
O 0.0464 2.4901 -5.3935
C -0.0234 -2.4518 1.9141
C 3.6505 1.8159 1.0341
C -0.1367 -0.5884 3.4215
H 3.2708 1.5858 -1.8951
Cl -0.1444 -3.9769 5.5946
H -2.9548 -0.0854 -2.1462
H -3.3834 -0.9206 1.9730
H -3.2078 1.6563 -1.8915
C -0.0559 -3.3820 2.9658
H -4.6040 -0.7096 0.6708
H 3.3951 -0.9889 1.9777
C -0.1147 -2.8869 4.2931
C -0.0601 -1.0765 2.1228
H 4.5128 0.4008 -1.3360
Tb 0.0152 -0.2815 -0.1913
C 0.0359 1.3873 -5.7761
H 3.2056 -1.8742 0.4426
H -4.6400 1.6718 0.9329
H -4.4678 0.4882 -1.3330
P 2.6758 0.5137 0.2081
H 4.7204 1.5875 0.9039
C 3.5603 -0.9384 0.8936
C 0.0282 0.5118 -6.9332
Cl -0.2114 -0.8835 6.1206
C -3.5406 -0.8684 0.8881
H 2.9895 -0.1521 -2.1440
C 0.0698 2.0696 0.5323
P -2.6257 0.5662 0.2058
Cl -0.0166 -5.0659 2.6421
H 4.6282 -0.7989 0.6852
H 0.9183 -0.1371 -6.8814
Cl 0.0720 -3.0123 0.2008
C -3.5647 1.8840 1.0491
I 0.0165 -0.1892 -3.0824
H 3.4277 2.8008 0.6021
H -3.3074 1.9051 2.1168
C -0.1505 -1.4826 4.5212
H 3.4113 1.8433 2.1057

Computed properties:
HOMO level (alpha / beta): -13.787 / -13.808 eV
Frontier orbital gap (alpha / beta): 5.703 / 5.761 eV
Energy: -131699.1290 eV
LUMO energy (alpha / beta): -8.0841 / -8.0471 eV
Charge: +2
Multiplicity: 7



# 4
HPS5 in the gas phase at a distorted geometry. Source: the OMol25 dataset; level of theory: ωB97M-V with the def2-TZVPD basis set.

CARTESIAN COORDINATES (ANGSTROEM)
S 3.0896 -0.2146 -1.1236
P 0.3214 0.9862 0.3053
S 1.5415 1.1242 -1.4698
S 3.4532 0.3359 0.7529
S -0.6310 2.6814 0.3532
S 1.7182 -0.1955 1.8214
H -0.6573 0.0502 0.3852

Computed properties:
HOMO level: -9.109 eV
Frontier orbital gap: 8.097 eV
Energy: -63481.7447 eV
Energy relative to the best compared isomer or geometry (same formula, charge and spin): 38.9 kJ/mol
LUMO energy: -1.0120 eV
Charge: 0



# 5
A 10-piece molecular cluster, C64H76BN2O5 overall at a distorted geometry. Source: the OMol25 dataset; level of theory: ωB97M-V with the def2-TZVPD basis set.

CARTESIAN COORDINATES (ANGSTROEM)
C -1.7544 6.5739 7.5056
C -3.0349 2.8987 -3.2874
H 4.7505 -9.3624 -1.8440
H -9.3881 4.9000 3.4688
C -1.5275 2.0596 4.1780
H -0.3672 -2.2807 2.0443
C -0.6514 -3.5578 -8.5914
C 1.7976 7.7620 3.8912
H 2.9178 10.9543 4.0558
H -4.1910 0.0534 -0.6641
N -0.0832 -0.9607 -0.9455
H 1.6739 8.3554 7.2244
C 2.1109 -0.9272 -1.9777
C 12.0121 -1.4130 -0.0413
H -3.4832 4.7895 -4.2021
H -2.3304 6.1954 10.8221
C -2.4946 3.4565 -5.5645
H -11.0736 1.1603 2.2390
H 5.8156 -8.4498 -5.8915
C -1.9212 1.2906 -4.6872
H -4.4571 1.4818 5.7778
C -8.1949 2.6430 1.2415
C 4.2824 -7.3762 -2.5150
C -5.3839 0.1529 1.1180
H 12.6554 -0.8871 -0.7368
H -9.1512 0.7905 0.7286
H -6.6849 -0.0214 2.8182
C 1.5814 7.5323 5.2438
H 2.8193 0.5087 -0.4592
C -1.4493 -4.0137 -9.6333
H -2.8044 5.5422 5.9438
C 2.3292 9.7635 5.7421
H 0.6721 -4.4247 -1.5811
H -2.5056 4.1636 -6.3856
H 5.7360 -10.0495 -4.0066
C -3.3730 5.1544 9.2614
C -1.5788 -3.4283 -3.3989
H -4.3375 -0.5755 4.4120
H 9.4958 -3.6808 0.0053
H -0.7377 2.7984 4.1121
H 1.5944 6.9798 3.1698
O -0.4923 -2.5137 -3.4456
H -7.4710 4.5353 1.9501
C 5.3389 -9.0480 -3.8852
H -0.6525 -3.6607 0.9402
H -3.0440 -2.1318 -6.6631
H 1.2071 6.5715 5.5773
H -1.0023 -4.5467 -10.4643
C -2.8196 -3.7861 -9.6113
C 4.8707 -1.8384 -0.1007
H -3.4412 -4.1391 -10.4260
C -3.6150 1.3192 5.1151
C 5.3822 -8.1495 -4.9441
C -0.9613 -1.7355 -0.0625
H -3.4631 3.1730 -2.3300
O 3.6944 -2.6252 -2.9580
H 10.9575 -2.4742 -1.5803
C 6.1352 -2.3955 -0.7956
C 4.7866 -8.6617 -2.6703
C -1.2247 -2.8822 -7.5220
H 12.8867 -0.5013 1.6944
C -2.6009 2.2646 5.0344
H 0.8901 -2.7010 0.8675
C 11.0589 -2.3052 -0.5150
C 4.3220 -6.4777 -3.5745
H -2.4715 0.9271 -2.6457
C 1.6608 0.4472 -2.5981
H -1.7494 -2.3018 -0.6094
C 10.3614 -2.7595 1.7411
C -1.6190 6.7553 8.8760
C -5.4014 -1.7028 -0.4138
H -4.2378 4.2685 7.5076
H 1.1136 1.0716 -1.8503
H -2.6480 3.1628 5.6394
H 6.3459 -4.3071 0.2538
C -3.5051 4.9686 7.8913
C 2.5421 9.9945 4.3893
C 11.3121 -1.8646 2.2149
C -1.9280 2.1996 -5.7369
C -10.2845 1.9001 2.1750
N 0.9685 -1.7472 -1.4934
C -3.5488 0.1645 4.3463
H -0.6025 -2.5306 -6.7066
H -1.4819 0.3088 -4.8214
C -2.4756 -0.0443 3.4915
C -2.4315 6.0490 9.7532
C 10.2355 -2.9813 0.3758
H -0.8801 7.4483 9.2602
C 4.8697 -6.8665 -4.7903
H 5.0786 -1.5070 0.9450
H -2.4177 -0.9439 2.8895
C 3.0072 -0.5634 -0.7174
H 6.0655 -2.0627 -1.8538
H 5.2601 -4.3992 -1.2154
H 9.7175 -3.2848 2.4361
C 2.9308 -1.6476 -3.1537
C 12.1407 -1.1946 1.3243
H -4.4615 -2.9256 -8.5281
H 0.4178 -3.7294 -8.6116
H -4.0045 4.6011 9.9461
H 2.5404 10.5432 6.4644
C -4.9236 -0.4513 -0.0452
O 4.3946 -0.7431 -0.8950
H -5.0369 -2.1767 -1.3176
C -2.6981 5.6820 7.0132
C -6.3272 -0.4923 1.9100
C -2.5962 -2.6577 -7.4984
C -8.2606 3.7961 2.0130
H -1.1236 7.1287 6.8207
C 6.1890 -3.9625 -0.7953
C -3.3930 -3.1057 -8.5446
H 2.6034 -1.1452 0.1475
H -0.6294 0.7483 2.7346
H 2.4360 9.1755 2.4078
C 1.8450 8.5340 6.1693
C -0.2040 -2.6465 1.0042
B 0.4932 -2.7401 -2.4759
H 11.4078 -1.6897 3.2801
O 2.8084 -1.1735 -4.2958
C -6.8116 -1.7393 1.5369
C -10.3527 3.0562 2.9429
H -11.1965 3.2195 3.6027
H 1.0559 0.3214 -3.5090
C -1.4662 0.9067 3.4050
C -3.0457 3.8073 -4.3384
H 4.0925 -2.6327 -0.1021
C -2.4765 1.6389 -3.4631
H 7.0348 -4.2830 -1.4377
H 4.8975 -6.1680 -5.6177
H -7.5506 -2.2399 2.1513
H -6.7213 -3.3204 0.0860
H 0.2795 -0.2113 -0.3565
C -9.3385 4.0014 2.8652
H -1.4917 1.9279 -6.6906
H -2.1563 -3.3606 -4.3462
H -2.2477 -3.1983 -2.5362
H 2.6022 1.0054 -2.7903
H 3.8570 -7.0723 -1.5659
H -7.3558 2.4837 0.5754
H -1.2880 -4.4944 -3.2934
H 7.0904 -1.9845 -0.4043
O 1.0481 -4.0457 -2.3930
C -9.2052 1.6929 1.3259
H 3.9259 -5.4733 -3.4529
C 2.2735 8.9944 3.4633
H -5.0071 1.1269 1.4077
C -6.3465 -2.3459 0.3755
H -1.5315 -0.9810 0.5305

Computed properties:
HOMO level: -4.337 eV
Frontier orbital gap: 6.064 eV
Energy: -81496.0982 eV
Energy relative to the best compared isomer or geometry (same formula, charge and spin): 100.9 kJ/mol
LUMO energy: 1.7272 eV
Charge: -1



# 6
C2H4Cl2 in the gas phase at a distorted geometry. Source: the OMol25 dataset; level of theory: ωB97M-V with the def2-TZVPD basis set.

CARTESIAN COORDINATES (ANGSTROEM)
C -0.6468 0.2310 0.4140
H -0.8746 1.2866 0.2655
H 0.2282 0.2449 -1.5307
Cl 0.0671 0.0980 2.0846
H 1.4457 0.4428 -0.2772
C 0.5320 -0.0906 -0.5391
Cl 0.7773 -1.8278 -0.6564
H -1.5290 -0.3848 0.2392

Computed properties:
HOMO level: -10.738 eV
Frontier orbital gap: 11.676 eV
Energy: -27183.7337 eV
Energy relative to the best compared isomer or geometry (same formula, charge and spin): 21.8 kJ/mol
LUMO energy: 0.9379 eV
Charge: 0